{
  "formula": "C5H10N",
  "method": "ωB97M-V/def2-TZVPD",
  "smiles": "C[N@@H+]1CC12CC2",
  "e_above_lowest_kcal_mol": 79.02,
  "charge": 1,
  "largest_force_ev_per_a": 5.995,
  "e_homo_ev": -14.42,
  "mol_weight_g_mol": 84.14,
  "orbital_gap_ev": 11.43,
  "species": ["N", "C", "C", "C", "C", "C", "H", "H", "H", "H", "H", "H", "H", "H", "H", "H"],
  "xyz": [[-0.902, 0.603, 0.134], [0.466, -1.414, -1.395], [0.076, -0.409, -0.072], [1.466, -0.747, -0.486], [-0.355, 1.836, 0.591], [-0.846, -0.672, 1.015], [-1.596, 0.646, -0.515], [0.193, -0.858, -2.350], [-0.337, 1.887, 1.656], [-0.468, -0.356, 2.049], [1.965, -1.581, 0.123], [-1.578, -1.443, 0.904], [-0.838, 2.779, 0.174], [0.677, 2.000, 0.150], [2.105, 0.048, -0.713], [-0.030, -2.319, -1.263]],
  "lowdin_charge": [-0.01, 0.04, -0.34, -0.06, 0.00, 0.10, 0.15, 0.13, 0.10, 0.17, 0.16, 0.13, 0.14, 0.13, 0.10, 0.08]
}